1.
Density functional theory data (ωB97M-V/def2-TZVPD) for one molecule with the formula C8H10O3S at a distorted geometry.

The geometry in XYZ format:
```
22
Properties=species:S:1:pos:R:3:mulliken_charge:R:1
H 0.8036 2.3890 -0.4375 0.394
H 0.9786 1.7922 1.6898 0.395
C 1.3655 -1.8214 -0.3347 -0.663
C -2.1255 -1.4308 0.5103 -0.397
S -1.8710 0.3137 -0.2446 1.169
O -2.0288 0.3337 -1.7530 -0.670
H 0.2707 1.1308 -1.7767 0.345
C 2.0262 0.4972 -1.0240 -0.525
O -2.7554 1.1894 0.4759 -0.692
C 0.2372 -1.3553 0.2260 0.447
C 2.2795 -0.8396 -0.8893 -0.235
C -0.0418 1.4020 1.6214 -1.503
O -0.8701 -1.9320 0.8354 -0.419
C -0.2142 0.7545 0.2591 0.523
H 1.5974 -2.8904 -0.4824 0.376
H 2.9025 1.0216 -1.5429 0.256
H -2.5837 -1.9991 -0.3025 0.331
H -0.3035 0.6858 2.4163 0.311
C 0.7392 1.3065 -0.8184 -0.736
H -2.6980 -1.4633 1.3958 0.349
H 3.1175 -1.1900 -1.3617 0.442
H -0.8261 2.1053 1.5379 0.501
```

## Properties
- Gap between HOMO and LUMO: 9.17 eV
- Highest occupied orbital energy: -8.62 eV
- E: -934.55495 Ha
- Total charge: 0
- Relative energy (zero: lowest compared OMol25 entry of this formula, charge and spin): 39.71 kcal/mol
- E_LUMO: 0.55 eV

=====

2.
Density functional theory data (ωB97M-V/def2-TZVPD) for one molecule with the formula C8H10OS at a distorted geometry.

The geometry in XYZ format:
```
20
Properties=species:S:1:pos:R:3:mulliken_charge:R:1
H 0.8488 2.6752 -0.7674 0.322
C 1.9808 -1.7227 -0.1381 -0.832
C -1.9691 0.7683 1.0547 -1.134
C 2.1944 0.7082 -0.6284 -0.644
H 3.6612 -0.8636 -1.2040 0.519
C -1.5250 -0.2207 -0.0243 -0.640
H 2.5648 1.4131 -1.3722 0.500
S 3.4465 0.5907 0.7473 -0.172
H -1.9212 -1.2133 0.1982 0.352
H -3.0543 0.7915 1.1193 0.357
C 0.6545 -1.5530 0.0404 -0.497
C 0.7427 0.7905 -0.4201 0.688
H -1.5623 0.4800 2.0202 0.325
H -1.6146 1.7645 0.8125 0.304
C 2.8477 -0.6219 -0.5272 -0.452
H -1.9376 0.0961 -0.9863 0.290
H 0.0492 -2.4121 0.2933 0.301
O 0.1674 2.0058 -0.6406 -0.537
C -0.0294 -0.3025 -0.1450 0.574
H 2.4363 -2.6957 -0.0306 0.376
```

## Properties
- Gap between HOMO and LUMO: 8.38 eV
- Highest occupied orbital energy: -7.82 eV
- E: -784.22254 Ha
- Total charge: 0
- Relative energy (zero: lowest compared OMol25 entry of this formula, charge and spin): 0.00 kcal/mol
- SMILES: CCC1=C(O)[C@H]2S[C@H]2C=C1
- E_LUMO: 0.56 eV

=====

3.
Density functional theory data (ωB97M-V/def2-TZVPD) for C8H11ClF9FeOY as an isolated structure at a distorted geometry.

The geometry in XYZ format:
```
32
Properties=species:S:1:pos:R:3:mulliken_charge:R:1
F 1.2317 -3.4953 -0.8523 -0.224
C 1.7223 -2.2322 1.0969 1.161
C 1.6875 0.9985 -2.0367 -1.243
H -3.9526 2.3643 1.5444 0.180
F 2.3449 -4.5706 0.7166 -0.267
H 2.5227 0.2975 -2.2069 0.323
H -1.8031 0.7675 -2.2068 0.181
Fe -2.0547 2.3452 -0.1731 0.492
F 3.3123 -1.9113 -0.6909 -0.240
F 0.3649 -2.3756 3.0546 -0.238
H -2.5842 -0.0316 -0.8456 0.242
H -4.0259 0.9504 0.4215 0.192
C 3.1281 -1.7290 0.6464 0.436
F 2.0854 -1.0476 3.1503 -0.255
H 1.0502 0.9875 -2.9395 0.291
F 2.3822 -3.2281 3.2267 -0.258
C 1.6469 -2.2386 2.6532 0.498
C -2.5327 3.5841 -1.6189 -0.904
F 0.2176 -4.0710 0.9880 -0.247
F 3.2090 -0.3602 0.8537 -0.269
H -2.0523 3.1722 -2.5214 0.202
Cl -0.7931 3.3230 1.3257 -0.592
C -3.8813 2.0412 0.4887 -0.824
F 4.1522 -2.3141 1.3017 -0.257
C 1.3958 -3.6245 0.4901 0.505
H -3.6278 3.6145 -1.7374 0.214
H -2.1363 4.5945 -1.4102 0.214
C -1.6605 0.5239 -1.1153 -0.916
O 0.7315 -1.3957 0.6089 -0.809
Y 0.4252 0.4715 -0.1345 0.928
H 2.1180 2.0140 -1.9530 0.296
H -4.6242 2.5755 -0.1251 0.187
```

## Properties
- Gap between HOMO and LUMO (spin up / spin down): 6.16 / 7.14 eV
- Multiplicity: 6
- Highest occupied orbital energy (spin up / spin down): -3.41 / -4.47 eV
- E: -3047.72303 Ha
- Total charge: -1
- Relative energy (zero: lowest compared OMol25 entry of this formula, charge and spin): 0.00 kcal/mol
- E_LUMO (spin up / spin down): 2.75 / 2.67 eV

=====

4.
Density functional theory data (ωB97M-V/def2-TZVPD) for C8H11ClF9MnOOs as an isolated structure at a distorted geometry.

The geometry in XYZ format:
```
32
Properties=species:S:1:pos:R:3:mulliken_charge:R:1
H -3.5905 -2.1295 -0.6517 0.313
H 0.9726 2.3975 0.3056 0.312
Cl -0.4853 -1.3648 -1.5727 -0.385
H -2.7649 -0.0223 -5.2098 0.338
H 0.1715 2.1756 -1.3464 0.445
C -2.2523 -0.1300 -4.2415 -1.194
F 3.1490 1.6474 4.2964 -0.227
F 2.5232 -2.2315 2.6263 -0.222
F 3.9555 1.3377 0.8894 -0.220
C 0.8602 1.7638 -0.5908 -0.755
F 0.9915 1.5031 3.8780 -0.237
F 2.2779 2.6238 2.5253 -0.229
C -4.9450 0.4028 -2.5665 -0.486
Mn 0.1872 0.0254 0.0967 0.509
H 1.8307 1.4487 -1.0123 0.252
F 3.3095 -1.1032 4.3482 -0.224
H -1.7821 0.8089 -3.9043 0.280
H -1.4948 -0.9339 -4.2577 0.288
O 1.4839 0.1150 1.5286 -0.107
F 4.0737 -0.8345 0.9334 -0.230
H -4.5772 -2.9737 -1.9428 0.335
H -5.7994 0.2119 -1.8742 0.278
F 1.1433 -1.1891 3.9524 -0.226
C 2.2178 1.5098 3.3029 0.655
H -5.1041 1.3493 -3.1361 0.276
C 3.8705 0.2575 1.7080 0.590
C 2.3605 -1.1035 3.3608 0.557
F 4.9021 0.3340 2.6063 -0.231
Os -3.5263 -0.6937 -2.7706 0.523
H -2.7455 -2.9771 -1.9963 0.288
C -3.6550 -2.4181 -1.7142 -1.225
C 2.4419 0.1928 2.4296 -0.040
```

## Properties
- Gap between HOMO and LUMO (spin up / spin down): 5.95 / 3.32 eV
- Multiplicity: 9
- Highest occupied orbital energy (spin up / spin down): -6.48 / -7.90 eV
- E: -2987.08974 Ha
- Total charge: 0
- Relative energy (zero: lowest compared OMol25 entry of this formula, charge and spin): 8.48 kcal/mol
- E_LUMO (spin up / spin down): -0.53 / -4.57 eV

=====

5.
Density functional theory data (ωB97M-V/def2-TZVPD) for C8H11ClNO6Sn as an isolated structure at a distorted geometry.

The geometry in XYZ format:
```
28
Properties=species:S:1:pos:R:3:mulliken_charge:R:1
O 4.0923 -0.0032 1.7143 -0.562
H 0.0562 -3.7076 2.2381 0.444
C -1.6459 -3.0979 1.0054 -0.396
H 0.8047 1.9634 0.2084 0.332
H -1.4000 2.2059 -1.7364 0.400
H -0.7980 1.7748 0.4852 0.273
O -0.0588 0.8958 -4.4077 -0.273
H -3.3288 -1.7047 0.3982 0.461
C -1.9509 -1.0207 1.9790 -0.598
C -0.8877 -1.7086 2.6232 -0.310
C -0.3745 2.4009 -1.4211 -0.677
H 0.5024 2.9222 -3.3344 0.350
O 1.7015 -0.2073 1.8765 -0.591
O 2.6642 1.3888 0.4343 -0.646
O 0.2354 -0.2457 -2.4653 -0.526
C -0.6828 -2.9738 1.9599 -0.487
C 0.2169 0.7138 -3.2327 0.617
O 2.7772 -0.9134 -0.0679 -0.637
H -0.3150 3.4727 -1.2048 0.375
H 1.6292 2.0329 -2.2607 0.306
H -0.3385 -1.3612 3.4841 0.423
H -2.3643 -0.0725 2.2845 0.557
C -2.4572 -1.8713 1.0140 -0.412
C 0.5891 2.1609 -2.5675 -0.435
H -1.8293 -3.9510 0.3709 0.444
Cl 2.8726 0.0871 1.0273 1.855
N -0.0662 1.6241 -0.2083 -0.386
Sn 0.3562 -0.8047 -0.1964 1.098
```

## Properties
- Gap between HOMO and LUMO (spin up / spin down): 6.93 / 5.12 eV
- Highest occupied orbital energy (spin up / spin down): -12.60 / -12.70 eV
- E: -1491.51401 Ha
- Total charge: +1
- Relative energy (zero: lowest compared OMol25 entry of this formula, charge and spin): 62.51 kcal/mol
- E_LUMO (spin up / spin down): -5.67 / -7.59 eV

=====

6.
Density functional theory data (ωB97M-V/def2-TZVPD) for one molecule with the formula C8H11FO3 at a distorted geometry.

The geometry in XYZ format:
```
23
Properties=species:S:1:pos:R:3:mulliken_charge:R:1
H -2.0374 1.8055 -1.5042 0.386
F -2.3932 -1.7370 -0.4497 -0.343
C 1.4033 1.7531 -0.1058 -0.545
O 0.7350 -0.4218 0.7406 -0.444
H -0.8471 2.9802 -0.2089 0.351
H -0.8209 -1.5927 -1.5818 0.356
C -0.1744 -1.4541 0.5453 0.064
O -1.6826 1.0041 -1.7760 -0.528
H 1.0524 2.7517 -0.2890 0.026
H 3.2426 0.6865 0.1971 0.375
C -1.1338 1.1219 0.5692 0.060
O -1.4728 2.4636 0.4242 -0.655
H 1.0702 -3.0122 1.4892 0.303
C 0.4754 -2.9071 0.4854 -1.377
C 2.7319 1.5431 -0.0173 -0.947
H 1.2084 -3.0085 -0.2550 0.412
H -0.3768 -3.6674 0.3444 0.325
C -1.1918 0.4058 -0.7333 -0.033
H 3.4817 2.3004 -0.3682 0.230
C 0.3528 0.7949 0.2873 1.063
C -1.1650 -1.1019 -0.6769 0.292
H -0.8484 -1.5471 1.3489 0.299
H -1.6093 0.8393 1.5345 0.331
```

## Properties
- Gap between HOMO and LUMO: 8.09 eV
- Highest occupied orbital energy: -7.55 eV
- E: -636.87116 Ha
- Total charge: 0
- Relative energy (zero: lowest compared OMol25 entry of this formula, charge and spin): 70.52 kcal/mol
- SMILES: C=C[C@]12O[C@H](C)[C@@H](F)[C@@]1(O)[C@@H]2O
- E_LUMO: 0.54 eV